## 1
Formula: C19H56N10O7
Source: the OMol25 dataset
Level of theory: the ωB97M-V functional and the def2-TZVPD basis

Cartesian coordinates (Å):
C 0.99586 2.13395 1.36976
O 1.45799 3.40819 1.71046
C 2.48057 3.94838 0.81565
C 2.53252 5.47814 0.81430
C 1.19974 6.00409 0.32041
N 3.59154 5.94232 -0.11321
H 0.08659 1.91976 1.93142
H 1.83303 1.49007 1.63931
H 0.73883 2.03691 0.31496
H 3.48610 3.53446 0.74016
H 2.17216 3.80808 -0.22035
H 2.76973 5.77674 1.83542
H 1.02454 7.07713 0.24291
H 0.35315 5.75960 0.96199
H 0.99173 5.57293 -0.65884
H 4.39414 5.64934 0.42540
H 3.40926 5.29561 -0.86730
C -3.62895 0.70425 -2.11597
O -2.57927 1.03313 -3.02995
C -1.74118 0.05219 -3.67364
C -0.60086 0.65016 -4.54183
C -1.07613 1.42798 -5.72916
N 0.40715 -0.31436 -4.88041
H -4.22751 1.60961 -2.01525
H -3.33044 0.42066 -1.10673
H -4.32468 0.02088 -2.60286
H -1.40565 -0.59746 -2.86527
H -2.40992 -0.53794 -4.30025
H -0.09854 1.31369 -3.83791
H -1.62788 2.29640 -5.36927
H -1.63331 0.79997 -6.42431
H -0.19906 1.76632 -6.28088
H 0.70745 -0.87503 -4.09582
H 0.04676 -0.90794 -5.61382
C -2.35132 4.62244 2.63636
O -2.40465 3.24471 2.80868
C -1.58961 2.91637 3.91986
C -1.83163 1.39602 4.18621
C -0.58953 0.80114 4.90230
N -2.03471 0.53201 3.03559
H -1.38822 4.94569 2.24135
H -2.37781 5.16068 3.58383
H -2.99763 5.07712 1.88560
H -0.62783 3.31990 3.60325
H -1.87745 3.49215 4.79948
H -2.71911 1.19300 4.78560
H -0.36972 1.38226 5.79790
H 0.20313 1.01302 4.18473
H -0.64393 -0.22430 5.26782
H -2.30265 -0.33867 3.47173
H -2.86940 0.86442 2.57418
C 3.66718 -0.91228 -0.21673
O 3.04419 -1.79773 0.74534
C 3.85258 -2.84817 1.29693
C 3.06298 -3.88643 2.07518
C 1.97670 -4.65015 1.29503
N 2.41652 -3.37359 3.28196
H 2.94986 -0.46773 -0.90662
H 4.50443 -1.45286 -0.65819
H 4.10282 -0.01447 0.22173
H 4.49776 -3.31240 0.55106
H 4.59260 -2.37845 1.94489
H 3.75201 -4.66965 2.39122
H 1.19402 -3.94828 1.00711
H 1.43122 -5.40107 1.86657
H 2.26963 -5.10429 0.34843
H 1.70249 -2.74712 2.93873
H 1.91288 -4.13346 3.71675
N 0.68299 -2.79018 -3.50060
C 1.52107 -3.73629 -3.30146
N 1.86067 -3.89448 -2.04204
O 2.00795 -4.47208 -4.17784
H 0.03375 -2.92345 -4.26272
H 0.33023 -2.33989 -2.66820
H 1.56113 -3.17672 -1.39768
H 2.66295 -4.46484 -1.81591
N -5.05372 -4.82530 -1.35258
C -4.23984 -3.76434 -1.12362
N -3.04617 -4.18883 -1.36950
O -4.56515 -2.65064 -0.79327
H -6.05783 -4.72026 -1.38166
H -4.61383 -5.72051 -1.51132
H -2.30765 -3.55639 -1.09616
H -2.97233 -5.14477 -1.68703
N -1.79988 -1.21317 0.54091
C -0.57500 -1.46475 0.18588
N 0.24446 -1.08145 1.12636
O -0.22494 -2.06444 -0.78778
H -2.55930 -1.25364 -0.12373
H -1.99330 -0.71829 1.39985
H -0.04118 -0.55435 1.93918
H 1.19211 -1.27924 0.83836

For the HOMO-LUMO gap, the calculation gives 9.232 eV. As for the SMILES: COC[C@H](C)N.COC[C@H](C)N.COC[C@H](C)N.COC[C@H](C)N.NC(N)=O.NC(N)=O.NC(N)=O.

Atomic partial charges in e from the Mulliken method, atoms 1 to 6: atom 1 (C): -0.4561, atom 2 (O): -0.2586, atom 3 (C): -0.8631, atom 4 (C): 0.0936, atom 5 (C): -0.8644, atom 6 (N): -0.7033


## 2
Formula: C19H56N10O7
Source: the OMol25 dataset
Level of theory: the ωB97M-V functional and the def2-TZVPD basis

Cartesian coordinates (Å):
C 3.74336 -4.94247 -1.76495
O 4.24202 -3.75401 -2.31116
C 4.01176 -2.62413 -1.48622
C 4.37243 -1.29433 -2.13917
C 5.83732 -1.06059 -2.52545
N 3.93194 -0.20583 -1.26394
H 4.43396 -5.32723 -1.00293
H 3.67831 -5.73429 -2.50751
H 2.77016 -4.80851 -1.28207
H 2.91440 -2.56716 -1.46997
H 4.46439 -2.79436 -0.50515
H 3.83502 -1.27360 -3.09151
H 6.48313 -0.97060 -1.64600
H 5.97412 -0.06771 -2.96696
H 6.16244 -1.79732 -3.26061
H 4.00515 0.67886 -1.75237
H 4.64539 -0.07075 -0.54654
C 2.05786 1.40921 -3.49856
O 1.65121 0.27211 -4.25204
C 2.31877 0.14772 -5.49698
C 1.85975 1.22278 -6.51704
C 0.35403 1.25305 -6.70360
N 2.55097 0.98465 -7.79097
H 3.11809 1.33089 -3.26766
H 1.54016 1.40330 -2.54033
H 1.73169 2.31248 -4.01227
H 3.40394 0.21617 -5.35843
H 1.95022 -0.82449 -5.82546
H 2.11274 2.18080 -6.04327
H -0.18339 1.77862 -5.91664
H -0.07813 0.25381 -6.80155
H 0.12798 1.72955 -7.66195
H 2.32713 1.75695 -8.41451
H 3.54767 1.11693 -7.62751
C -4.21241 -1.82193 -0.19236
O -3.25834 -2.39316 0.63955
C -3.48637 -2.06788 1.99554
C -2.38324 -2.57937 2.90418
C -2.42982 -4.05641 3.31389
N -2.43129 -1.80326 4.14808
H -4.04188 -2.06725 -1.24463
H -4.12865 -0.71936 -0.23715
H -5.28128 -1.97400 -0.00738
H -3.47195 -0.97460 2.10054
H -4.44197 -2.46713 2.35699
H -1.44621 -2.34183 2.37725
H -2.27227 -4.73196 2.46729
H -3.45278 -4.30327 3.60343
H -1.66065 -4.24990 4.05611
H -2.24598 -0.82202 3.97732
H -1.67025 -2.10027 4.74583
C -2.32857 1.65427 3.91402
O -1.53283 0.98632 4.86440
C -2.10104 1.04412 6.16640
C -0.99925 0.68270 7.16789
C -0.37603 -0.65496 6.89557
N -1.65304 0.60994 8.49202
H -3.35628 1.28573 3.89515
H -1.82230 1.57552 2.95310
H -2.27681 2.74393 4.04004
H -2.57057 2.02274 6.32210
H -2.91852 0.30907 6.22119
H -0.31856 1.53792 7.07806
H 0.41809 -0.84148 7.62025
H 0.09658 -0.72856 5.91222
H -1.14102 -1.43173 6.90293
H -0.96081 0.66860 9.22917
H -2.28342 1.39786 8.59392
N -1.25792 3.54225 0.81207
C -2.60098 3.78888 0.74552
N -3.40250 2.72149 0.99263
O -3.01736 4.86988 0.31229
H -0.72080 4.19784 0.27483
H -0.89547 2.63342 1.08170
H -4.39328 2.87710 0.99496
H -2.93483 1.96110 1.45179
N 0.33144 -1.27126 0.31822
C 0.35959 0.07177 0.52693
N 1.49423 0.68712 0.07298
O -0.58465 0.73081 0.98801
H -0.58219 -1.68674 0.41917
H 1.16672 -1.74784 0.04532
H 1.48817 1.68951 0.10310
H 2.31219 0.18116 -0.28218
N -1.56594 3.80262 -3.59218
C -2.19888 2.70506 -3.05615
N -1.54148 2.11516 -2.02067
O -3.25325 2.28428 -3.51426
H -0.79148 4.28479 -3.18380
H -2.14975 4.27819 -4.25950
H -0.88341 2.73434 -1.59197
H -1.83446 1.23012 -1.66051

For the HOMO-LUMO gap, the calculation gives 9.343 eV. As for the SMILES: COC[C@H](C)N.COC[C@H](C)N.COC[C@H](C)N.COC[C@H](C)N.NC(N)=O.NC(N)=O.NC(N)=O.

Atomic partial charges in e from the Mulliken method, atoms 1 to 6: atom 1 (C): -0.7187, atom 2 (O): -0.3804, atom 3 (C): -0.7192, atom 4 (C): 0.7916, atom 5 (C): -1.6229, atom 6 (N): -0.5169


How far above the most stable structure does each one sit? In hartree: 1 0.0811; 2 0.0000.


## 1
Formula: CH7N4
Source: the OMol25 dataset
Level of theory: the ωB97M-V functional and the def2-TZVPD basis

Cartesian coordinates (Å):
N 2.86316 0.26419 -0.00688
N 1.76473 -0.41499 0.13016
N 0.69350 0.19246 -0.09300
C -0.53450 -0.70284 -0.05190
N -1.64114 0.27346 0.05963
H 2.93448 1.02334 -0.73790
H 3.65668 -0.25074 0.15462
H -0.66052 -1.15065 -0.95559
H -0.44810 -1.45253 0.78558
H -1.77247 0.68898 0.97563
H -2.45773 -0.08459 -0.38388
H -1.21342 1.07567 -0.34256

For the HOMO-LUMO gap, the calculation gives 10.189 eV. Its total charge is +1. As for the SMILES: N/N=N/C[NH3+].

Atomic partial charges in e from the natural (NBO) method, atoms 1 to 6: atom 1 (N): -0.5372, atom 2 (N): 0.0553, atom 3 (N): -0.3517, atom 4 (C): -0.0911, atom 5 (N): -0.6718, atom 6 (H): 0.3922


## 2
Formula: CH7N4
Source: the OMol25 dataset
Level of theory: the ωB97M-V functional and the def2-TZVPD basis

Cartesian coordinates (Å):
N -2.36964 -0.12444 0.15553
C -1.12337 -0.10746 -0.28970
N -0.26341 0.72636 0.25192
N 1.16157 0.64870 -0.06819
N 1.87515 -0.62411 0.15188
H -3.13230 -0.70940 -0.05796
H -2.71161 0.66819 0.69585
H -0.75862 -0.87598 -0.90092
H 1.02541 0.58062 -1.06316
H 1.59246 1.58433 0.10378
H 1.85155 -1.30484 0.97122
H 2.85281 -0.46196 0.04976

For the HOMO-LUMO gap, the calculation gives 10.979 eV. Its total charge is +1. As for the SMILES: N/C=N/[NH2+]N.

Atomic partial charges in e from the natural (NBO) method, atoms 1 to 6: atom 1 (N): -0.7272, atom 2 (C): 0.3032, atom 3 (N): -0.4027, atom 4 (N): -0.2272, atom 5 (N): -0.6880, atom 6 (H): 0.4310


## 3
Formula: CH7N4
Source: the OMol25 dataset
Level of theory: the ωB97M-V functional and the def2-TZVPD basis

Cartesian coordinates (Å):
C -1.91773 0.59281 0.01681
N 1.58221 -0.28520 -0.61769
N 3.49885 0.48733 0.36714
N -1.04447 -0.61415 -0.00901
N 2.54482 0.10977 -0.17178
H -1.68854 1.19252 -0.87969
H -2.91646 0.32562 0.01996
H -1.67668 1.13524 0.92292
H -0.04750 -0.60058 -0.31336
H 4.35303 -0.00608 0.56137
H -1.37874 -1.37400 -0.77838
H -1.30879 -0.96327 0.88173

For the HOMO-LUMO gap, the calculation gives 10.932 eV. Its total charge is +1.

Atomic partial charges in e from the natural (NBO) method, atoms 1 to 6: atom 1 (C): -0.4119, atom 2 (N): -0.2505, atom 3 (N): -0.4420, atom 4 (N): -0.7086, atom 5 (N): 0.3346, atom 6 (H): 0.2384


How far above the most stable structure does each one sit? In hartree: 1 0.0000; 2 0.0361; 3 0.0193.


## 1
Formula: C10H9NO
Source: the OMol25 dataset
Level of theory: the ωB97M-V functional and the def2-TZVPD basis

Cartesian coordinates (Å):
C -1.82288 1.43423 -1.24967
C -0.04562 -2.03687 -1.45710
C 1.00291 -1.28736 -1.98161
C -0.22795 -1.95736 -0.10326
C 1.84071 -0.49518 -1.21756
C 0.60733 -1.25671 0.76882
C 1.69738 -0.52747 0.24233
C 2.54681 0.34575 0.99397
C -1.04485 1.93063 -0.37651
C 0.01578 2.45361 0.35463
N -2.54723 0.92486 -2.05712
O 2.53817 0.53763 2.20637
H -0.80585 -2.59317 -1.86822
H 1.19611 -1.30114 -3.12154
H -1.06744 -2.51649 0.13922
H 2.73121 -0.23207 -1.66520
H 0.43501 -1.23637 1.79313
H 3.17772 0.93852 0.39113
H 0.88094 2.96223 -0.10617
H 0.38932 1.57916 0.85085
H -0.27812 3.17326 1.11675

For the HOMO-LUMO gap (spin up / spin down), the calculation gives 7.337 / 7.332 eV.

Atomic partial charges in e from the natural (NBO) method, atoms 1 to 6: atom 1 (C): 0.0543, atom 2 (C): -0.1768, atom 3 (C): -0.1909, atom 4 (C): -0.1969, atom 5 (C): -0.1873, atom 6 (C): -0.1509


## 2
Formula: C10H9NO
Source: the OMol25 dataset
Level of theory: the ωB97M-V functional and the def2-TZVPD basis

Cartesian coordinates (Å):
N 1.90704 -1.59812 2.74946
C 1.20580 -1.00772 1.54192
C 1.41222 0.44810 1.72931
C 0.81353 1.25382 0.88035
C -0.04490 0.88186 -0.24394
C -0.93722 1.56166 -0.95878
O -1.31480 2.80473 -0.41678
C -1.56364 0.98688 -2.08243
C -1.51554 -0.26350 -2.48215
C -1.07012 -1.25223 -1.38134
C -0.16175 -0.64345 -0.55712
C 0.45378 -1.48530 0.51467
H 1.70733 -2.68438 2.65345
H 3.01133 -1.17703 2.69446
H 2.11155 0.86349 2.58512
H 0.96181 2.30358 0.85521
H -1.37358 3.20165 -1.40358
H -1.95350 1.61340 -3.02309
H -2.35174 -0.79043 -3.04411
H -1.34771 -2.42213 -1.32529
H 0.05012 -2.59489 0.71466

For the HOMO-LUMO gap, the calculation gives 8.257 eV. As for the SMILES: Nc1ccc2c(O)cccc2c1.

Atomic partial charges in e from the natural (NBO) method, atoms 1 to 6: atom 1 (N): -0.8477, atom 2 (C): 0.1463, atom 3 (C): -0.2150, atom 4 (C): -0.1863, atom 5 (C): -0.0706, atom 6 (C): 0.2594


How far above the most stable structure does each one sit? In hartree: 1 0.0204; 2 0.0000.


## 1
Formula: C2H3N3O2S
Source: the OMol25 dataset
Level of theory: the ωB97M-V functional and the def2-TZVPD basis

Cartesian coordinates (Å):
H 2.14075 1.33823 1.50139
N 2.00282 0.50589 0.98629
C 0.85952 0.48394 0.45735
O -0.03958 1.55145 0.51283
N -1.06255 1.23726 -0.41390
C -1.01089 -0.17787 -0.69544
O -1.93547 -0.85559 -1.16431
N 0.18918 -0.52655 -0.26240
S 0.87198 -2.15802 -0.20235
H -1.88533 1.27117 0.12901
H -0.13044 -2.66990 -0.84845

For the HOMO-LUMO gap, the calculation gives 10.026 eV. As for the SMILES: [H]/N=c1\o[nH]c(=O)n1S.

Atomic partial charges in e from the natural (NBO) method, atoms 1 to 6: atom 1 (H): 0.3732, atom 2 (N): -0.7009, atom 3 (C): 0.6741, atom 4 (O): -0.3497, atom 5 (N): -0.3185, atom 6 (C): 0.7368


## 2
Formula: C2H3N3O2S
Source: the OMol25 dataset
Level of theory: the ωB97M-V functional and the def2-TZVPD basis

Cartesian coordinates (Å):
O -2.04495 -0.97961 0.01834
N -0.57028 -1.40087 -0.13462
C -0.14314 -0.21793 0.02583
C -0.84088 1.10801 0.06559
N -0.04736 2.11528 -0.02696
O 1.29657 1.56186 -0.19938
N 1.23389 0.10581 0.21859
S 2.63152 -0.70107 -0.15162
H -2.58887 -1.81717 -0.62036
H -1.84996 1.47720 -0.28929
H 2.92347 -1.25152 1.09388

For the HOMO-LUMO gap, the calculation gives 9.133 eV. As for the SMILES: O/N=c1\cnon1S.

Atomic partial charges in e from the natural (NBO) method, atoms 1 to 6: atom 1 (O): -0.6264, atom 2 (N): -0.1508, atom 3 (C): 0.2957, atom 4 (C): -0.0505, atom 5 (N): -0.0251, atom 6 (O): -0.2409


How far above the most stable structure does each one sit? In hartree: 1 0.0000; 2 0.2021.